Formula: C35H72Cl2I3N9O13PS
Source: the Open Molecules 2025 dataset
Level of theory: ωB97M-V/def2-TZVPD

Values from the calculation:
net charge = +1
electronic energy = -5400.32929 a.u.
max |F| = 5.9 eV/Å
E_HOMO = -10.4 eV
HOMO-LUMO gap = 7.08 eV

Atoms and positions in Å:
C: 3.18 0.64 1.63
C: 3.07 1.30 0.19
I: 4.97 2.17 -0.54
C: 1.85 1.29 -0.57
I: 2.20 2.17 -2.59
C: 0.44 0.68 -0.11
P: 0.57 -1.13 -0.79
O: -0.72 -2.12 -0.28
O: 2.01 -1.90 -0.36
S: 0.52 -1.15 -2.76
C: 0.02 0.77 1.41
Cl: 0.35 -0.80 2.40
C: -1.47 1.14 1.83
C: -2.56 1.37 0.69
C: -3.86 0.44 1.03
O: -3.55 -0.98 1.09
O: -4.69 -1.61 0.66
N: -2.09 1.03 -0.68
C: -3.04 1.31 -1.81
C: -3.78 2.72 -1.80
O: -3.38 3.58 -2.63
Cl: -5.19 3.21 -0.76
C: -0.67 1.54 -0.95
I: -0.55 3.72 -0.51
H: 2.91 -0.48 1.55
H: 4.30 0.61 1.96
H: 2.64 1.18 2.48
H: -0.37 -2.93 0.19
H: 1.84 -2.81 0.02
H: 0.70 1.57 1.90
H: -1.44 2.10 2.47
H: -1.93 0.36 2.55
H: -2.97 2.45 0.81
H: -4.16 0.76 2.11
H: -4.77 0.70 0.38
H: -4.83 -1.42 -0.30
H: -1.99 -0.02 -0.69
H: -3.87 0.50 -1.74
H: -2.58 1.17 -2.86
H: -0.57 1.36 -2.09
C: 2.52 -5.59 -0.04
O: 1.93 -4.56 0.26
N: 3.87 -5.74 -0.07
C: 4.50 -6.99 -0.45
C: 4.71 -4.62 0.30
H: 1.98 -6.50 -0.34
H: 5.10 -7.35 0.39
H: 5.13 -6.82 -1.32
H: 3.75 -7.75 -0.70
H: 4.47 -4.31 1.32
H: 4.50 -3.78 -0.38
H: 5.76 -4.89 0.23
C: 7.12 5.84 -2.55
O: 7.17 4.68 -2.19
N: 6.26 6.78 -2.06
C: 6.26 8.15 -2.54
C: 5.31 6.40 -1.04
H: 7.80 6.24 -3.32
H: 6.46 8.82 -1.70
H: 5.28 8.38 -2.96
H: 7.03 8.29 -3.31
H: 5.85 6.03 -0.17
H: 4.67 5.59 -1.42
H: 4.69 7.25 -0.76
C: -2.32 -4.94 5.49
O: -3.26 -5.37 6.12
N: -2.39 -4.02 4.49
C: -1.21 -3.55 3.78
C: -3.69 -3.49 4.11
H: -1.29 -5.27 5.70
H: -1.13 -2.47 3.91
H: -1.32 -3.79 2.72
H: -0.31 -4.03 4.16
H: -4.14 -3.01 4.98
H: -4.33 -4.32 3.79
H: -3.59 -2.77 3.29
C: -2.79 -6.20 -2.42
O: -2.86 -7.36 -2.76
N: -3.08 -5.72 -1.17
C: -2.97 -4.32 -0.84
C: -3.51 -6.65 -0.14
H: -2.48 -5.41 -3.12
H: -2.25 -4.19 -0.03
H: -3.95 -3.95 -0.51
H: -2.64 -3.73 -1.70
H: -2.73 -7.40 0.01
H: -4.42 -7.16 -0.48
H: -3.70 -6.13 0.80
C: -5.63 7.00 -5.15
O: -6.15 8.03 -5.50
N: -6.29 5.92 -4.62
C: -5.59 4.71 -4.23
C: -7.73 5.99 -4.46
H: -4.54 6.84 -5.23
H: -5.99 3.87 -4.80
H: -5.77 4.54 -3.16
H: -4.52 4.80 -4.41
H: -8.19 6.17 -5.43
H: -7.97 6.83 -3.80
H: -8.11 5.07 -4.03
C: -6.98 -4.15 -3.04
O: -6.93 -2.93 -2.99
N: -7.19 -4.97 -1.97
C: -7.24 -6.42 -2.10
C: -7.37 -4.38 -0.66
H: -6.85 -4.70 -3.99
H: -8.21 -6.77 -1.77
H: -6.45 -6.85 -1.48
H: -7.08 -6.72 -3.14
H: -8.24 -3.71 -0.69
H: -6.49 -3.80 -0.40
H: -7.53 -5.16 0.09
C: 1.17 3.99 3.31
O: 0.71 3.43 2.32
N: 2.21 4.87 3.30
C: 2.70 5.49 4.51
C: 2.83 5.20 2.03
H: 0.77 3.81 4.32
H: 2.60 6.57 4.42
H: 3.75 5.23 4.64
H: 2.14 5.15 5.38
H: 2.09 5.62 1.36
H: 3.23 4.28 1.58
H: 3.64 5.91 2.18
C: 8.01 0.12 1.71
O: 7.00 0.75 1.93
N: 9.27 0.64 1.65
C: 10.43 -0.18 1.37
C: 9.45 2.06 1.87
H: 7.99 -0.97 1.52
H: 11.12 -0.12 2.22
H: 10.92 0.18 0.47
H: 10.15 -1.23 1.23
H: 9.08 2.32 2.87
H: 8.88 2.61 1.13
H: 10.51 2.33 1.80